one.
{
  "formula": "C3H6ClNS",
  "method": "wB97M-V/def2-TZVPD",
  "lumo_ev": 0.51,
  "smiles": "C=NSCCCl",
  "homo_energy_ha": -0.32529,
  "orbital_gap_ev": 9.4,
  "mol_weight_g_mol": 123.608,
  "species": ["Cl", "S", "N", "C", "C", "C", "H", "H", "H", "H", "H", "H"],
  "coordinates": [[2.87470, 1.17985, -0.46123], [-0.72743, 0.26995, -0.79625], [-1.74659, -0.22770, 0.64226], [0.71436, -0.70108, -0.97609], [-2.54537, 0.84301, 0.79063], [1.86360, -0.29836, 0.16996], [2.69434, -0.92496, 0.55063], [0.60547, -1.76688, -0.73575], [-3.30305, 0.57828, 1.74067], [1.36846, 0.11313, 1.08211], [-2.69168, 1.74192, -0.03824], [0.89317, -0.80717, -1.96871]],
  "mulliken_charge": [-0.231, -0.002, -0.277, -0.667, -0.205, -0.460, 0.354, 0.282, 0.248, 0.272, 0.213, 0.473]
}

two.
{
  "formula": "C3H6ClNS",
  "method": "wB97M-V/def2-TZVPD",
  "lumo_ev": 0.42,
  "smiles": "NC(=S)CCCl",
  "homo_energy_ha": -0.31161,
  "orbital_gap_ev": 8.9,
  "mol_weight_g_mol": 123.608,
  "species": ["Cl", "S", "N", "C", "C", "C", "H", "H", "H", "H", "H", "H"],
  "coordinates": [[1.93968, -1.14639, -0.88813], [-2.51917, 0.74473, 0.79535], [-1.27100, -1.23399, -0.17733], [-1.08516, 0.00915, 0.43036], [1.25724, 0.46424, -0.50900], [0.32895, 0.54586, 0.73999], [-0.48998, -1.50596, -0.73796], [2.08791, 1.03551, -0.26073], [-2.17212, -1.44964, -0.54728], [0.23559, 1.59309, 0.97877], [0.84584, 0.86839, -1.44693], [0.84224, 0.07501, 1.62290]],
  "mulliken_charge": [-0.202, -0.361, -0.343, 0.218, -0.606, -0.365, 0.170, 0.358, 0.236, 0.281, 0.332, 0.283]
}

Most favorable first, least favorable last: two, one

one.
{
  "formula": "C3H6ClNS",
  "method": "wB97M-V/def2-TZVPD",
  "lumo_ev": 0.56,
  "smiles": "C=NSCCCl",
  "homo_energy_ha": -0.31807,
  "orbital_gap_ev": 9.2,
  "mol_weight_g_mol": 123.608,
  "species": ["Cl", "S", "N", "C", "C", "C", "H", "H", "H", "H", "H", "H"],
  "coordinates": [[-1.65526, 1.32335, -0.18432], [0.85668, -0.74327, -0.56840], [1.53048, 0.44535, 0.55865], [-0.68009, -1.08108, 0.39818], [-1.78763, -0.36865, -0.21246], [2.36138, 1.28794, -0.14143], [-0.94348, -2.13083, 0.47296], [-1.98377, -0.71225, -1.22858], [2.96060, 2.02236, 0.48605], [-2.69390, -0.68619, 0.33470], [-0.38848, -0.81720, 1.47553], [2.42348, 1.46047, -1.39088]],
  "mulliken_charge": [-0.158, -0.015, -0.304, -0.697, -0.303, -0.251, 0.353, 0.303, 0.263, 0.277, 0.327, 0.205]
}

two.
{
  "formula": "C3H6ClNS",
  "method": "wB97M-V/def2-TZVPD",
  "lumo_ev": 0.72,
  "smiles": "NC(=S)CCCl",
  "homo_energy_ha": -0.30252,
  "orbital_gap_ev": 8.9,
  "mol_weight_g_mol": 123.608,
  "species": ["Cl", "S", "N", "C", "C", "C", "H", "H", "H", "H", "H", "H"],
  "coordinates": [[2.23738, 0.53437, -0.24856], [-2.79858, 0.12061, -0.11676], [-0.60308, 1.53936, -0.00386], [-1.14259, 0.35605, -0.11192], [-0.22442, -0.87098, -0.36719], [1.14436, -0.74087, 0.33943], [-1.14905, 2.32806, 0.32710], [1.17281, -0.58499, 1.45046], [1.69559, -1.67110, 0.16550], [0.39918, 1.60192, 0.04167], [-0.67057, -1.72988, -0.00728], [-0.06104, -0.88255, -1.46859]],
  "mulliken_charge": [-0.239, -0.346, -0.206, 0.252, -0.508, -0.521, 0.232, 0.326, 0.323, 0.094, 0.342, 0.250]
}

Most favorable first, least favorable last: two, one